Record 1
Computed, not measured: a structure of composition C11H24AsO5, with wB97M-V/def2-TZVPD.

Element x y z (Å)
1 C 4.09726 -1.91364 0.35751
2 C 3.69141 -0.64342 -0.50535
3 O 3.43231 -0.83203 -1.71534
4 O 3.58506 0.67805 0.00751
5 C 2.15511 0.90158 0.19084
6 C 1.43266 1.57072 -1.08797
7 C 0.22336 2.56427 -0.67274
8 C -1.02601 2.48097 -1.70968
9 C -2.25770 1.61466 -1.09352
10 C -1.97932 0.03866 -1.21459
11 As -2.52741 -1.05269 0.41332
12 C -1.17580 -2.48000 -0.12372
13 C -0.42591 -3.20581 1.07460
14 O -0.88527 -3.43862 2.21513
15 C -1.23083 -0.09198 1.64503
16 O -1.90813 1.00862 2.34455
17 O -0.99208 1.79056 3.01348
18 H 4.04496 -1.70986 1.48527
19 H 5.17936 -2.25739 0.16689
20 H 3.44010 -2.81874 0.10975
21 H 1.93527 1.59701 1.07256
22 H 1.68387 -0.13489 0.37085
23 H 1.05171 0.76813 -1.81124
24 H 2.22914 2.15149 -1.68532
25 H -0.12251 2.38115 0.41041
26 H 0.63864 3.63245 -0.73623
27 H -1.38293 3.55487 -1.89688
28 H -0.69245 2.04508 -2.72101
29 H -2.42562 1.99092 -0.03262
30 H -3.20388 1.90272 -1.68455
31 H -2.60569 -0.34007 -2.10633
32 H -0.88832 -0.08462 -1.53000
33 H -3.05756 -1.90384 1.62577
34 H -3.61415 0.02839 0.71951
35 H -3.57965 -1.77899 -0.48442
36 H -1.77014 -3.30339 -0.67172
37 H -0.37560 -2.13669 -0.86359
38 H 0.64231 -3.59814 0.85438
39 H -0.89154 -0.80685 2.47140
40 H -0.37398 0.30352 0.99855
41 H -0.07004 1.52787 2.79946

Results
2S+1: 1
HOMO-LUMO gap: 6.4308 eV
Net charge: -1

=====

Record 2
Computed, not measured: the molecule C5H7BrO, with wB97M-V/def2-TZVPD.

Element x y z (Å)
1 C 0.59302 0.78655 -0.37421
2 C -0.14880 -1.43766 0.68734
3 C -0.06263 -1.76578 -0.79256
4 C -0.40334 -0.26707 -0.20306
5 C 0.28655 1.99475 0.37098
6 O 1.66057 0.48252 -0.91945
7 Br -2.34082 0.20479 -0.38403
8 H -0.99358 -1.83343 1.22169
9 H 0.75784 -1.11649 1.17764
10 H 0.87934 -1.90020 -1.16487
11 H -0.86175 -2.09894 -1.30146
12 H 0.40496 1.76910 1.34182
13 H -0.76151 2.41666 0.17494
14 H 0.99016 2.76520 0.16524

Results
2S+1: 1
HOMO-LUMO gap: 10.1958 eV
SMILES: CC(=O)C1(Br)CC1
Net charge: 0

=====

Record 3
Computed, not measured: a structure of composition C32H35N5O3P2Se2TeZn, with wB97M-V/def2-TZVPD.

Element x y z (Å)
1 Zn 0.35578 0.59551 0.85349
2 C -2.48472 1.10211 2.78719
3 N -1.08652 0.65881 2.82699
4 C -0.26922 1.55521 3.62179
5 C -0.03252 2.75861 2.77859
6 N 0.11748 2.65041 1.48619
7 C 0.33598 3.91621 1.00399
8 C 0.58168 4.36031 -0.28741
9 C 0.83768 5.70591 -0.44851
10 C 0.85058 6.58911 0.63399
11 C 0.58078 6.16691 1.92129
12 C 0.32288 4.81591 2.09019
13 N 0.06338 4.04031 3.20159
14 C -2.98902 1.17761 1.38689
15 N -2.83942 2.21871 0.61989
16 C -3.46312 1.90181 -0.56441
17 C -3.64432 2.64671 -1.72501
18 C -4.37372 2.07021 -2.74321
19 C -4.90102 0.78111 -2.63301
20 C -4.70852 0.01301 -1.50311
21 C -4.00012 0.59641 -0.46931
22 N -3.69272 0.16521 0.79799
23 H -3.12282 0.44511 3.38969
24 H -2.54022 2.11711 3.19049
25 H -1.01542 -0.29609 3.16139
26 H -0.73672 1.82731 4.57909
27 H 0.69248 1.07631 3.82269
28 H 0.57678 3.66721 -1.11291
29 H 1.04108 6.08881 -1.43661
30 H 1.08118 7.62811 0.45249
31 H 0.57968 6.85061 2.75629
32 H -0.05112 4.37611 4.14309
33 H -3.21272 3.63071 -1.81711
34 H -4.53622 2.62831 -3.65351
35 H -5.45862 0.37421 -3.46281
36 H -5.08032 -0.99859 -1.42371
37 H -3.82782 -0.76359 1.16369
38 Se -0.86672 -1.08489 -0.45641
39 P -0.46042 -0.73229 -2.63331
40 Se -1.18362 1.03221 -3.51971
41 C -1.27512 -2.26629 -3.21091
42 C -0.66782 -3.50099 -3.02021
43 C -1.38372 -4.66079 -3.24541
44 C -2.70242 -4.59059 -3.66411
45 C -3.30202 -3.36019 -3.87111
46 C -2.58852 -2.19579 -3.65001
47 C 1.33298 -0.93759 -2.96271
48 C 1.88448 -0.23029 -4.02301
49 C 3.23298 -0.34659 -4.30351
50 C 4.03198 -1.16169 -3.51791
51 C 3.48688 -1.86669 -2.45661
52 C 2.13678 -1.75379 -2.17841
53 H 0.36098 -3.54869 -2.69771
54 H -0.92002 -5.62429 -3.08561
55 H -3.26052 -5.50029 -3.83131
56 H -4.33342 -3.31509 -4.18901
57 H -3.04672 -1.22979 -3.80941
58 H 1.25308 0.42261 -4.61001
59 H 3.66568 0.19991 -5.13131
60 H 5.08628 -1.24489 -3.73181
61 H 4.10708 -2.50399 -1.84161
62 H 1.71228 -2.28409 -1.33921
63 C 2.22048 -4.81709 1.75929
64 C 1.52178 -3.65949 1.07329
65 O 2.40538 -2.55899 0.90999
66 P 2.28108 -1.26939 1.83069
67 O 0.91448 -1.07939 2.40589
68 Te 2.99688 0.63101 0.59719
69 O 3.29708 -1.66629 3.02179
70 C 3.45768 -0.71409 4.05209
71 C 4.65518 -1.11529 4.89429
72 H 1.53118 -5.65419 1.83999
73 H 2.54668 -4.51419 2.75169
74 H 3.09098 -5.12079 1.18019
75 H 0.64578 -3.32709 1.64009
76 H 1.19438 -3.94349 0.06799
77 H 2.54528 -0.68299 4.66339
78 H 3.61228 0.28541 3.61159
79 H 4.57748 -2.16879 5.15529
80 H 4.68218 -0.52069 5.80339
81 H 5.57328 -0.95709 4.33409

Results
2S+1: 1
HOMO-LUMO gap: 7.1063 eV
Net charge: 0

=====

Record 4
Computed, not measured: a structure of composition C53H80BrN13OSn, with wB97M-V/def2-TZVPD.

Element x y z (Å)
1 Sn 0.26104 -0.18065 -0.07971
2 C 0.88570 -1.76382 5.30149
3 N -0.27369 -2.18165 4.54885
4 C -1.04082 -3.26389 5.13185
5 C -0.68408 -1.60538 3.36194
6 N -0.56311 -0.34850 3.06639
7 C -0.34053 0.58349 4.11274
8 C -0.99200 0.42012 5.34564
9 C -0.79872 1.26839 6.42061
10 C 0.08840 2.32616 6.29840
11 C 0.66539 2.56745 5.06568
12 C 0.40777 1.77185 3.93751
13 N 0.94612 2.20043 2.72266
14 C 0.70630 3.41647 2.34981
15 N -0.42297 4.12992 2.67176
16 C -1.64248 3.46227 3.06101
17 C -0.38963 5.54504 2.96966
18 N 1.60173 4.08437 1.55106
19 C 3.02588 3.91601 1.71979
20 C 1.20251 4.97425 0.48156
21 N -1.12383 -2.52186 2.40872
22 C -0.38173 -3.76776 2.30040
23 C -2.52423 -2.65915 2.05331
24 H 0.61031 -1.36035 6.28078
25 H 1.42774 -0.98868 4.76524
26 H 1.54954 -2.62160 5.45294
27 H -1.11288 -3.10664 6.21141
28 H -2.05195 -3.27268 4.73119
29 H -0.58595 -4.24598 4.96562
30 H -1.68254 -0.40775 5.45111
31 H -1.33559 1.10311 7.34653
32 H 0.30553 2.97257 7.13957
33 H 1.32482 3.41920 4.93769
34 H -2.48515 4.03279 2.66854
35 H -1.74581 3.38633 4.14916
36 H -1.66044 2.46561 2.63051
37 H 0.60288 5.95534 2.80168
38 H -0.64882 5.71038 4.02151
39 H -1.10917 6.09588 2.35615
40 H 3.21331 3.10966 2.42467
41 H 3.47355 4.84104 2.10577
42 H 3.50345 3.68388 0.76684
43 H 1.58043 4.58836 -0.47155
44 H 0.11822 5.03744 0.43619
45 H 1.60805 5.98251 0.62573
46 H -0.83471 -4.59288 2.86754
47 H 0.64276 -3.62310 2.63825
48 H -0.36111 -4.04727 1.24848
49 H -3.01618 -3.42064 2.67704
50 H -2.61134 -2.96964 1.01442
51 H -3.04013 -1.71475 2.17463
52 O 6.59524 0.40260 2.71666
53 C 5.38239 0.23228 2.15085
54 C 4.24940 -0.12017 2.88078
55 C 3.05771 -0.27704 2.20645
56 N 2.92639 -0.06921 0.89731
57 C 4.00085 0.29831 0.23142
58 Br 3.73720 0.78911 -1.57208
59 C 5.26282 0.43390 0.78238
60 H 6.54234 0.26011 3.66626
61 H 4.31383 -0.27803 3.95180
62 H 2.15010 -0.56682 2.72491
63 H 6.11768 0.72808 0.19055
64 C -2.72718 -3.33483 -4.04891
65 C -2.60679 -1.86550 -3.63038
66 C -2.97635 -0.99094 -4.84264
67 C -3.46717 -1.46462 -2.43217
68 C -4.84332 -1.51762 -2.59988
69 C -5.70373 -0.92791 -1.69318
70 C -5.15416 -0.15505 -0.68808
71 C -3.78265 -0.08166 -0.46437
72 C -3.32784 0.96784 0.53240
73 C -3.94024 0.81979 1.94101
74 C -3.68257 2.34339 -0.05094
75 C -2.91397 -0.88106 -1.24979
76 N -1.57019 -1.16666 -0.90926
77 C -1.23106 -2.48955 -1.18689
78 C 0.03967 -2.90320 -1.16575
79 N 1.06474 -2.03144 -0.81885
80 C 2.33647 -2.45506 -1.29997
81 C 3.24620 -3.11241 -0.45335
82 C 4.47813 -3.52110 -0.95416
83 C 4.81879 -3.30315 -2.27627
84 C 3.90087 -2.70639 -3.12181
85 C 2.66002 -2.28148 -2.66371
86 C 1.66615 -1.71156 -3.65989
87 C 2.28933 -0.69426 -4.61824
88 C 1.03460 -2.85050 -4.47200
89 C 2.85681 -3.51798 0.95398
90 C 2.22957 -4.91829 0.91760
91 C 4.03313 -3.51700 1.93445
92 H -2.19286 -3.49617 -4.98757
93 H -3.77284 -3.60990 -4.20491
94 H -2.30423 -4.01102 -3.30648
95 H -1.56117 -1.66945 -3.38869
96 H -3.90737 -1.33065 -5.30151
97 H -2.18913 -1.04533 -5.59932
98 H -3.10643 0.05437 -4.56343
99 H -5.24847 -2.01090 -3.47734
100 H -6.77644 -1.00957 -1.81425
101 H -5.82067 0.41641 -0.05097
102 H -2.23991 0.91624 0.62778
103 H -4.90644 0.31457 1.90954
104 H -4.09532 1.79587 2.39869
105 H -3.27396 0.26332 2.59918
106 H -4.76411 2.44486 -0.16235
107 H -3.22256 2.49415 -1.02376
108 H -3.33239 3.14179 0.60360
109 H -2.03585 -3.19076 -1.36598
110 H 0.29721 -3.93357 -1.39276
111 H 5.17476 -4.03586 -0.30327
112 H 5.78156 -3.62712 -2.65195
113 H 4.16325 -2.57669 -4.16516
114 H 0.87506 -1.20644 -3.09888
115 H 3.10484 -1.13095 -5.19671
116 H 2.66329 0.17897 -4.08167
117 H 1.53016 -0.35835 -5.32524
118 H 1.80173 -3.39088 -5.03266
119 H 0.30684 -2.45220 -5.18493
120 H 0.52034 -3.55785 -3.82234
121 H 2.09447 -2.81541 1.29601
122 H 2.93712 -5.63853 0.50063
123 H 1.33132 -4.92537 0.29930
124 H 1.96145 -5.24764 1.92586
125 H 4.63494 -4.42192 1.82403
126 H 3.66547 -3.49196 2.96340
127 H 4.68262 -2.65693 1.77992
128 C 0.71737 3.32446 -4.13752
129 N -0.35935 4.19490 -4.62137
130 C -1.22382 4.51235 -3.48199
131 N -1.78910 3.31233 -2.86174
132 C -0.68553 2.44854 -2.42802
133 N 0.20626 2.09293 -3.53402
134 C -0.60094 1.39084 -4.54066
135 N -1.71408 2.21258 -5.02717
136 C -1.15082 3.43826 -5.59902
137 C -2.54905 2.58245 -3.88290
138 H 1.30134 3.86956 -3.39132
139 H 1.36967 3.06908 -4.97567
140 H -2.04264 5.15004 -3.82255
141 H -0.63491 5.05433 -2.73732
142 H -1.10339 1.52179 -2.02186
143 H -0.11463 2.95438 -1.64710
144 H -0.99789 0.47519 -4.09340
145 H 0.03604 1.13817 -5.38895
146 H -1.96427 4.07039 -5.96098
147 H -0.50592 3.16899 -6.43819
148 H -2.95573 1.67457 -3.42874
149 H -3.36999 3.21407 -4.23044

Results
2S+1: 1
HOMO-LUMO gap: 6.4245 eV
Net charge: 0

=====

Record 5
Computed, not measured: a structure of composition C39H39N8Ti, with wB97M-V/def2-TZVPD.

Element x y z (Å)
1 Ti 0.04940 0.17098 -0.25326
2 C 2.59551 2.70205 1.77879
3 C 1.52375 2.05837 2.66810
4 C 0.06373 2.32870 2.30101
5 N -0.48145 1.80238 1.04084
6 C -1.64469 2.29760 0.68343
7 C -2.43077 3.18289 1.49097
8 C -3.40820 4.06660 1.12757
9 C -3.92595 4.34206 -0.14875
10 C -3.81102 3.53561 -1.24817
11 C -3.17558 2.28814 -1.33991
12 C -2.24297 1.69972 -0.51554
13 N -1.74606 0.44827 -0.76339
14 C -2.69414 -0.63032 -0.96204
15 C -2.95128 -1.36351 0.39115
16 C -2.03757 -0.99392 1.58465
17 N -0.61472 -0.88161 1.29203
18 C 0.32659 -1.34706 2.09298
19 C 0.10912 -1.83118 3.40083
20 C 0.94590 -2.53310 4.24445
21 C 2.22231 -3.03695 4.02230
22 C 3.02627 -2.79768 2.92474
23 C 2.80987 -1.90918 1.88099
24 C 1.68725 -1.13894 1.56024
25 N 1.74981 -0.12734 0.68305
26 C 3.02207 0.55691 0.46375
27 C 2.76619 2.06444 0.39812
28 H 3.54848 2.64843 2.31188
29 H 2.36420 3.76386 1.64787
30 H 1.63593 2.47772 3.67123
31 H 1.69978 0.99134 2.76874
32 H -0.06819 3.41630 2.30172
33 H -0.54023 1.92890 3.12733
34 H -2.20475 3.15998 2.54897
35 H -3.80924 4.66928 1.93489
36 H -4.54211 5.22732 -0.24310
37 H -4.34061 3.85329 -2.13864
38 H -3.38226 1.73341 -2.24858
39 H -2.31548 -1.33401 -1.69482
40 H -3.64879 -0.24944 -1.32824
41 H -2.90627 -2.43881 0.22505
42 H -3.96415 -1.13364 0.72612
43 H -2.21378 -1.76377 2.33696
44 H -2.37898 -0.03858 2.00348
45 H -0.86896 -1.61359 3.81080
46 H 0.51772 -2.77608 5.21045
47 H 2.63421 -3.66651 4.80080
48 H 3.97929 -3.31329 2.91121
49 H 3.62777 -1.80133 1.17818
50 H 3.50572 0.21375 -0.45739
51 H 3.70600 0.34629 1.29220
52 H 1.85438 2.23016 -0.16866
53 H 3.58300 2.55707 -0.13269
54 C -2.18148 -5.39883 -0.34026
55 C -2.22891 -4.71153 -1.54564
56 C -1.43630 -3.59325 -1.74154
57 C -0.60587 -3.11702 -0.72337
58 C -0.51498 -3.85103 0.45566
59 C -1.30123 -4.97962 0.64423
60 N 0.14264 -1.93028 -0.97193
61 C 1.20902 -2.08479 -1.75710
62 C 1.78412 -3.34685 -2.10472
63 C 2.84120 -3.41118 -2.95980
64 C 3.39889 -2.24095 -3.53473
65 C 2.86895 -1.02181 -3.24690
66 C 1.77474 -0.91280 -2.35228
67 N 1.10947 0.24743 -2.09892
68 N 1.39471 1.21169 -2.89683
69 C 0.71719 2.38595 -2.72355
70 C 0.91078 3.39199 -3.67874
71 C 0.30506 4.61360 -3.48063
72 C -0.47424 4.79827 -2.34220
73 C -0.63997 3.73152 -1.47719
74 N -0.07262 2.54292 -1.65795
75 H -2.80229 -6.27059 -0.18328
76 H -2.87364 -5.05231 -2.34562
77 H -1.44206 -3.07999 -2.69618
78 H 0.19369 -3.55831 1.21619
79 H -1.20240 -5.53969 1.56566
80 H 1.36365 -4.24667 -1.68042
81 H 3.26739 -4.37510 -3.20719
82 H 4.24239 -2.32649 -4.20584
83 H 3.26405 -0.11535 -3.68092
84 H 1.53040 3.18571 -4.53945
85 H 0.43953 5.41945 -4.18943
86 H -0.93617 5.75122 -2.12693
87 H -1.25180 3.84274 -0.58691

Results
2S+1: 1
HOMO-LUMO gap (alpha / beta): 5.8470 / 5.5827 eV
Net charge: +1

=====

Record 6
Computed, not measured: a cluster of 2 separate species, C7H14N3 in total, with wB97M-V/def2-TZVPD.

Element x y z (Å)
1 C 1.20195 1.15596 -1.95199
2 C 0.06689 1.08928 -1.18717
3 C 1.17214 -0.64587 -0.56698
4 C -1.08218 2.09226 -1.21983
5 C 3.29524 -0.31379 -1.57322
6 C -1.22528 -1.41203 2.97438
7 C -2.02142 -0.67497 0.83395
8 N 1.92916 -0.00646 -1.48915
9 N 0.00208 0.04942 -0.34540
10 N -1.74938 -1.64848 1.64582
11 H 1.60579 2.01308 -2.48656
12 H -1.89692 1.82965 -1.90383
13 H -1.42386 2.19037 -0.23762
14 H -0.62334 3.04655 -1.53364
15 H 3.72289 0.10348 -2.44666
16 H 3.79497 -0.06421 -0.60839
17 H 3.42301 -1.39585 -1.71991
18 H -0.20326 -1.41388 2.92730
19 H -1.55633 -0.50301 3.29131
20 H -1.60296 -2.23068 3.61841
21 H 1.49150 -1.41031 0.12894
22 H -2.27839 -0.93327 -0.07793
23 H -2.33564 0.24983 1.27305
24 H -1.62187 -2.58567 1.26048

Results
2S+1: 1
HOMO-LUMO gap: 8.3407 eV
Net charge: +1